(1)
Computed, not measured: C4H7ClN3 as an isolated structure, with ωB97M-V/def2-TZVPD.

Values from the calculation:
gap between HOMO and LUMO = 9.89 eV
HOMO energy = -14.2 eV
charge = +1
ΔE to the lowest compared entry with this formula, charge and spin = 92.3 kcal per mole

Last column: Mulliken charge in e.
CARTESIAN COORDINATES (ANGSTROEM)
C (1.1341, 0.2992, 1.1857)  -0.06
C (0.5109, -1.0746, 1.1058)  -0.35
C (0.9775, 1.3090, 0.3568)  0.23
C (0.1082, -0.7412, -1.1932)  -0.65
N (0.1301, -1.6333, 0.0117)  -0.34
N (-0.2688, 0.6040, -0.9287)  -0.43
N (-1.6221, 0.4978, -0.3206)  -0.17
Cl (1.5992, 2.7065, -0.1575)  -0.05
H (1.8500, 0.2918, 1.9942)  0.42
H (0.7011, -1.7236, 1.9278)  0.45
H (1.0931, -0.6403, -1.6438)  0.37
H (-0.5205, -1.1845, -1.8560)  0.49
H (-2.0286, -0.1857, -1.0006)  0.39
H (-2.0204, 1.3872, -0.1678)  0.31
H (-1.6438, 0.0877, 0.6861)  0.39

=====

(2)
Computed, not measured: C4H7ClO in the gas phase, with ωB97M-V/def2-TZVPD.

Values from the calculation:
gap between HOMO and LUMO = 10.30 eV
HOMO energy = -9.4 eV
ΔE to the lowest compared entry with this formula, charge and spin = 33.5 kcal per mole
SMILES string = C=COCCCl

Last column: Mulliken charge in e.
CARTESIAN COORDINATES (ANGSTROEM)
C (-2.0080, 0.5603, 0.2841)  -0.55
C (-0.4922, 0.5275, -0.0149)  -0.56
C (1.2914, -0.9989, 0.2798)  0.08
C (2.2017, -0.3484, -0.3860)  -0.70
H (-2.3467, 1.3651, -0.2673)  0.40
H (-2.1485, 0.6949, 1.3675)  0.29
H (0.0521, 1.3907, 0.4582)  0.37
H (-0.2232, 0.6031, -1.0792)  0.35
H (1.4835, -2.0132, 0.7274)  0.29
H (3.1160, -0.7658, -0.7570)  0.28
H (1.9454, 0.6014, -0.9369)  0.20
O (-0.0131, -0.6947, 0.5447)  -0.27
Cl (-2.8584, -0.9219, -0.2204)  -0.19

=====

(3)
Computed, not measured: a 2-piece molecular cluster, C4H7ClO2S overall, with ωB97M-V/def2-TZVPD.

Values from the calculation:
gap between HOMO and LUMO = 9.45 eV
HOMO energy = -9.1 eV
ΔE to the lowest compared entry with this formula, charge and spin = 6.2 kcal per mole
SMILES string = C=C(C)Cl.O=C(O)S

Last column: Mulliken charge in e.
CARTESIAN COORDINATES (ANGSTROEM)
C (1.8851, -1.0482, 1.0253)  -1.06
C (1.6262, -0.1446, -0.1401)  0.73
C (0.6499, -0.2685, -1.0294)  -0.95
C (-2.1930, 0.6807, 0.3415)  0.81
H (1.1430, -1.8514, 1.0514)  0.28
H (1.8366, -0.4905, 1.9657)  0.30
H (2.8836, -1.4910, 0.9556)  0.33
H (-0.0473, -1.0897, -0.9445)  0.31
H (0.5242, 0.4276, -1.8515)  0.29
H (-2.0855, -0.1149, -1.8515)  0.19
H (-2.4564, 2.5231, 0.2699)  0.32
O (-2.3562, 1.8046, -0.3796)  -0.46
O (-2.1824, 0.6378, 1.5408)  -0.51
S (-1.9913, -0.7545, -0.6787)  -0.34
Cl (2.7636, 1.1795, -0.2750)  -0.23

=====

(4)
Computed, not measured: a 2-piece molecular cluster, C4H7ClOS overall, with ωB97M-V/def2-TZVPD.

Values from the calculation:
gap between HOMO and LUMO (spin up / spin down) = 6.94 / 6.92 eV
HOMO energy (spin up / spin down) = -9.5 / -9.5 eV
ΔE to the lowest compared entry with this formula, charge and spin = 210.9 kcal per mole

Last column: Mulliken charge in e.
CARTESIAN COORDINATES (ANGSTROEM)
C (0.4327, 0.4244, 1.7354)  -0.88
C (-1.0922, -0.9071, -0.7734)  -0.37
C (-1.3146, 0.5437, -0.4937)  -0.60
C (0.0579, -0.0141, -0.8087)  0.02
O (2.7993, 1.8228, -0.7549)  -0.36
S (1.2768, 0.2968, 0.3443)  0.39
Cl (2.5827, -1.5100, 0.0813)  -0.28
H (0.9787, 0.4339, 2.6341)  0.36
H (-0.3103, -0.3923, 1.7275)  0.29
H (-1.2848, -1.4671, 0.2064)  0.15
H (-1.5147, -1.5075, -1.6186)  0.28
H (-1.7475, 1.3290, -1.0357)  0.30
H (-1.2573, 0.8468, 0.6054)  0.28
H (0.3933, 0.1009, -1.8493)  0.41

=====

(5)
Computed, not measured: C4H7ClS as an isolated structure, with ωB97M-V/def2-TZVPD.

Values from the calculation:
gap between HOMO and LUMO = 10.03 eV
HOMO energy = -9.2 eV
ΔE to the lowest compared entry with this formula, charge and spin = 50.1 kcal per mole

Last column: Mulliken charge in e.
CARTESIAN COORDINATES (ANGSTROEM)
C (0.0919, -0.3366, -1.4175)  -0.98
C (-0.5162, -1.1330, -0.2891)  0.06
C (0.5212, -0.1562, 0.0083)  0.80
C (0.3633, 1.2531, 0.6945)  -1.45
S (-2.1888, -0.7473, 0.3964)  -0.21
Cl (2.1533, -0.7455, 0.2487)  -0.23
H (0.7824, -0.8652, -1.9894)  0.31
H (-0.4779, 0.4687, -1.7967)  0.25
H (-0.1529, -2.5013, -0.0325)  0.26
H (1.3538, 1.7334, 0.7536)  0.40
H (-0.0648, 1.0822, 1.7495)  0.31
H (-0.1026, 2.0180, 0.1951)  0.38
H (-1.7627, -0.0704, 1.4793)  0.10

=====

(6)
Computed, not measured: C4H7ClS3 in the gas phase, with ωB97M-V/def2-TZVPD.

Values from the calculation:
gap between HOMO and LUMO = 7.93 eV
HOMO energy = -8.7 eV
ΔE to the lowest compared entry with this formula, charge and spin = 25.1 kcal per mole
SMILES string = S=C(CCl)SCCS

Last column: Mulliken charge in e.
CARTESIAN COORDINATES (ANGSTROEM)
C (1.9362, 0.6734, 0.1949)  -0.32
C (0.8955, 0.2664, 1.2798)  -1.04
C (-1.4368, 0.1419, -0.3406)  0.20
C (-2.5308, -0.6359, -0.9875)  -0.53
H (3.5237, -0.5675, -1.3977)  0.13
H (2.6947, 1.3167, 0.5551)  0.40
H (1.4482, 0.9385, -0.7697)  0.28
H (1.3154, -0.2670, 2.1311)  0.45
H (0.3130, 1.0722, 1.8714)  0.36
H (-2.3224, -1.5945, -1.3927)  0.32
H (-3.1453, -0.2490, -1.8014)  0.33
S (2.6707, -0.9610, -0.2832)  -0.23
S (-0.3309, -1.0102, 0.5866)  0.04
S (-1.2868, 1.7232, -0.0648)  -0.24
Cl (-3.7446, -0.8473, 0.4188)  -0.16

=====

(7)
Computed, not measured: C4H7CoLiO2 as an isolated structure, with ωB97M-V/def2-TZVPD.

Values from the calculation:
gap between HOMO and LUMO (spin up / spin down) = 3.36 / 6.35 eV
HOMO energy (spin up / spin down) = -13.2 / -17.6 eV
charge = +2
ΔE to the lowest compared entry with this formula, charge and spin = 142.1 kcal per mole
expectation value of S² = 8.775
multiplicity = 6

Last column: Mulliken spin population.
CARTESIAN COORDINATES (ANGSTROEM)
O (-2.0311, 0.7435, -0.6695)  0.26
C (-1.7603, -0.4917, -0.5810)  0.65
C (-0.3911, -1.0247, -0.3188)  0.03
Li (-3.4090, 1.5771, 0.2426)  0.04
H (-2.5924, -1.1873, -0.7862)  0.03
H (-0.4441, -1.5941, 0.6221)  0.02
H (-0.2045, -1.7955, -1.0863)  0.00
C (1.5818, -0.1866, 0.7714)  0.09
C (0.7723, -0.0097, -0.4111)  0.04
O (2.8740, 0.2093, 0.8000)  0.02
H (1.1699, -0.4188, 1.7595)  0.00
H (0.4243, 0.5233, -1.3174)  0.00
H (1.3896, 1.2693, -0.7124)  -0.01
H (3.4499, -0.5093, 1.0785)  0.00
Co (-0.8292, 2.8954, 0.6087)  3.81

=====

(8)
Computed, not measured: C4H7CuO2 as an isolated structure, with ωB97M-V/def2-TZVPD.

Values from the calculation:
gap between HOMO and LUMO (spin up / spin down) = 8.93 / 8.46 eV
HOMO energy (spin up / spin down) = -13.6 / -14.9 eV
charge = +1
ΔE to the lowest compared entry with this formula, charge and spin = 4.1 kcal per mole
expectation value of S² = 0.759
multiplicity = 2

Last column: Mulliken spin population.
CARTESIAN COORDINATES (ANGSTROEM)
H (1.1303, 2.5317, -0.5398)  0.47
O (-0.4149, 2.3821, -0.0595)  0.07
C (-1.0343, 1.3677, 0.2216)  0.02
C (-0.7789, 0.0279, -0.3836)  0.01
C (-0.2312, -0.9829, 0.6347)  0.01
C (1.0116, -1.6539, 0.1462)  -0.01
O (1.9944, -1.0237, -0.2103)  -0.02
Cu (2.0784, 1.0850, -0.9669)  0.47
H (-1.7791, 1.4189, 1.0417)  0.01
H (-0.1115, 0.1674, -1.2450)  -0.03
H (-1.7622, -0.3184, -0.7512)  0.00
H (-0.9623, -1.8010, 0.7700)  0.00
H (-0.0160, -0.5276, 1.6092)  0.00
H (0.8757, -2.6732, -0.2672)  0.00

=====

(9)
Computed, not measured: C4H7EuO3 as an isolated structure, with ωB97M-V/def2-TZVPD.

Values from the calculation:
gap between HOMO and LUMO (spin up / spin down) = 6.92 / 7.55 eV
HOMO energy (spin up / spin down) = -11.1 / -11.7 eV
charge = +1
ΔE to the lowest compared entry with this formula, charge and spin = 43.9 kcal per mole
expectation value of S² = 15.761
multiplicity = 8

Last column: Mulliken spin population.
CARTESIAN COORDINATES (ANGSTROEM)
O (-1.1116, -2.9148, -1.5483)  0.01
C (-1.4188, -2.9177, -2.7267)  0.01
H (-1.7537, -3.8502, -3.2094)  0.00
H (-1.4288, -1.9859, -3.3194)  0.00
O (0.4491, -0.4965, 1.8933)  -0.01
C (0.8998, 0.7155, 2.2881)  -0.01
C (0.7897, 1.9092, 1.4034)  -0.01
O (-0.1123, 2.2126, 0.5588)  0.00
C (0.0055, 1.2130, -0.5349)  -0.01
Eu (-0.3991, -1.2518, 0.0884)  7.02
H (1.9890, 0.7364, 2.5416)  0.00
H (0.4188, 1.0884, 3.2263)  0.00
H (1.3912, 2.7719, 1.7234)  0.00
H (0.9464, 1.1278, -1.0921)  0.00
H (-0.6651, 1.6420, -1.2925)  0.00

=====

(10)
Computed, not measured: a 2-piece molecular cluster, C4H7F overall, with ωB97M-V/def2-TZVPD.

Values from the calculation:
gap between HOMO and LUMO (spin up / spin down) = 8.55 / 9.41 eV
HOMO energy (spin up / spin down) = -8.4 / -9.1 eV
ΔE to the lowest compared entry with this formula, charge and spin = 122.5 kcal per mole

Last column: Mulliken charge in e.
CARTESIAN COORDINATES (ANGSTROEM)
C (0.7250, -1.1608, -0.4474)  -0.67
C (1.4086, -0.3492, 0.6303)  -0.40
C (0.7479, 0.3501, -0.4768)  0.33
C (-2.3221, 1.0129, 0.2295)  -0.69
F (1.2180, 1.1346, -1.4258)  -0.24
H (1.2559, -1.7737, -1.0635)  0.32
H (-0.1165, -1.7302, -0.1452)  0.21
H (0.8732, -0.2074, 1.6525)  0.18
H (2.5130, -0.1086, 0.6336)  0.26
H (-2.5694, 0.6097, -0.8168)  0.24
H (-1.7427, 1.9754, 0.2445)  0.25
H (-1.9910, 0.2472, 0.9853)  0.21

=====

(11)
Computed, not measured: a 2-piece molecular cluster, C4H7F2N2 overall, with ωB97M-V/def2-TZVPD.

Values from the calculation:
gap between HOMO and LUMO (spin up / spin down) = 7.94 / 9.27 eV
HOMO energy (spin up / spin down) = -14.1 / -14.9 eV
charge = +1
ΔE to the lowest compared entry with this formula, charge and spin = 104.2 kcal per mole

Last column: Mulliken charge in e.
CARTESIAN COORDINATES (ANGSTROEM)
C (1.4340, -0.4203, 0.2499)  0.28
C (-1.5423, 1.0871, -0.7760)  -0.72
C (-0.9353, 0.7922, 0.5531)  -0.32
C (-2.0162, -0.0551, 0.0478)  0.88
N (1.2804, -1.6656, 0.0943)  -0.24
N (2.4820, 0.2694, 0.3265)  -0.29
F (-1.8266, -1.2380, -0.5019)  -0.26
F (-3.2790, -0.0288, 0.5024)  -0.24
H (-1.9707, 2.0585, -0.6907)  0.32
H (-0.8352, 1.0980, -1.5780)  0.26
H (-0.9498, 1.2696, 1.5245)  0.35
H (0.3207, -2.0750, -0.0088)  0.25
H (2.0526, -2.2471, 0.0389)  0.19
H (2.4224, 1.2772, 0.1393)  0.29
H (3.3629, -0.1221, 0.0786)  0.24

=====

(12)
Computed, not measured: a 2-piece molecular cluster, C4H7F3OS overall, with ωB97M-V/def2-TZVPD.

Values from the calculation:
gap between HOMO and LUMO (spin up / spin down) = 8.53 / 7.35 eV
HOMO energy (spin up / spin down) = -7.7 / -9.0 eV
expectation value of S² = 2.011
multiplicity = 3

Last column: Mulliken spin population.
CARTESIAN COORDINATES (ANGSTROEM)
C (1.0151, 0.1614, -0.4099)  0.68
C (1.9024, 1.2939, -0.6171)  -0.03
C (-0.7278, -1.9548, -1.2002)  0.15
C (-1.5880, 1.0393, 2.6817)  0.82
O (-0.5976, 0.5480, -2.3706)  0.03
F (-1.8423, 0.2467, 1.5823)  0.07
F (-2.3988, 0.7236, 3.7182)  0.06
F (-0.3242, 0.8073, 3.0899)  0.06
S (-0.5057, -0.0255, -1.0539)  0.06
H (1.1816, -0.6678, 0.2796)  0.02
H (1.3427, 1.9482, -1.2228)  0.01
H (2.9496, 1.0907, -1.0611)  0.07
H (2.1737, 1.7088, 0.3391)  0.04
H (-0.1506, -2.6061, -0.5927)  0.00
H (-1.8536, -1.9164, -0.9222)  -0.01
H (-0.5767, -2.3972, -2.2402)  -0.01

=====

The evaluated max |F| for the records listed, in turn: 5.17, 3.46, 2.93, 4.32, 4.90, 2.82, 4.93, 2.58, 2.98, 3.20, 5.34, 2.80 eV/A.
The evaluated energy for the records listed, in turn: -780.66110, -691.99257, -1165.43678, -1089.88979, -1014.88902, -1811.30120, -1696.36095, -1947.16492, -1092.26517, -256.24862, -465.42661, -929.43106 Eh.